{"formula": "C56H34N8RhSe", "method": "the ωB97M-V functional and the def2-TZVPD basis", "symbols": ["Rh", "C", "C", "C", "C", "C", "C", "C", "C", "C", "C", "C", "C", "C", "C", "C", "C", "C", "C", "C", "N", "C", "C", "C", "C", "C", "C", "C", "C", "C", "C", "C", "C", "N", "C", "C", "C", "C", "C", "N", "C", "C", "C", "C", "C", "C", "C", "C", "N", "H", "H", "H", "H", "H", "H", "H", "H", "H", "H", "H", "H", "H", "H", "H", "H", "H", "H", "H", "H", "H", "H", "H", "H", "H", "H", "H", "H", "Se", "N", "C", "C", "C", "C", "C", "N", "C", "C", "N", "C", "C", "C", "C", "C", "N", "H", "H", "H", "H", "H", "H"], "positions_angstrom": [[-0.555086, 0.611165, -0.655160], [-1.117131, 5.567806, 5.601477], [-1.714893, 4.433647, 6.127534], [-1.742420, 3.249835, 5.403447], [-1.178991, 3.189977, 4.134530], [-0.573320, 4.337620, 3.613381], [-0.540293, 5.515830, 4.340283], [-1.124519, 1.963154, 3.282263], [-0.259056, 0.932527, 3.793474], [0.035818, 0.505100, 5.110253], [0.989599, -0.496769, 5.046424], [1.342872, -0.716189, 3.685756], [2.232568, -1.576587, 2.976818], [2.992040, -2.664486, 3.537891], [2.807375, -3.134069, 4.851535], [3.591531, -4.145450, 5.367783], [4.581232, -4.737274, 4.592327], [4.737163, -4.338258, 3.271763], [3.951050, -3.329070, 2.750477], [2.315976, -1.211173, 1.513162], [1.110374, -1.586260, 0.607563], [0.229975, -0.510917, 0.736909], [-0.316645, -1.894793, 0.992905], [-0.654291, -2.635076, 2.248337], [-1.661674, -2.158638, 3.083616], [-2.031853, -2.883824, 4.203072], [-1.424102, -4.102898, 4.472546], [-0.460026, -4.602077, 3.610126], [-0.072499, -3.869908, 2.497897], [-1.425568, -2.049427, 0.005544], [-2.565771, -2.874595, 0.017114], [-3.634658, -2.114993, -0.437598], [-3.132460, -0.808931, -0.681559], [-1.794846, -0.857403, -0.536980], [-3.788056, 0.445629, -0.493750], [-3.143351, 1.385843, 0.345872], [-3.667963, 2.639711, 0.826059], [-2.906677, 3.023110, 1.879626], [-1.871308, 2.020761, 2.079419], [-1.985292, 1.094692, 1.057209], [-5.164479, 0.589607, -0.970267], [-6.178798, 1.198531, -0.222450], [-7.457230, 1.321207, -0.736971], [-7.751817, 0.832514, -2.002285], [-6.767132, 0.191818, -2.741154], [-5.489209, 0.063799, -2.227875], [0.784639, 0.550891, 1.642239], [2.236063, 0.314346, 1.397792], [0.557861, 0.199997, 2.991933], [-1.104374, 6.489153, 6.168138], [-2.170675, 4.469161, 7.108420], [-2.238891, 2.380355, 5.816702], [-0.123360, 4.296765, 2.628079], [-0.064560, 6.392037, 3.919036], [-0.421811, 0.873759, 6.012612], [1.418247, -0.974250, 5.909200], [2.002649, -2.735369, 5.446567], [3.423704, -4.482892, 6.382527], [5.208825, -5.513556, 5.008736], [5.483400, -4.813656, 2.648565], [4.074308, -3.055154, 1.711779], [-2.147247, -1.219870, 2.840304], [-2.806577, -2.501378, 4.855692], [-1.712331, -4.669378, 5.348991], [0.002944, -5.559991, 3.808427], [0.672378, -4.265000, 1.817574], [-2.603353, -3.895737, 0.360614], [-4.669067, -2.411671, -0.503774], [-4.511581, 3.162644, 0.408304], [-3.043741, 3.889437, 2.505455], [-5.973293, 1.526396, 0.786519], [-8.230648, 1.790295, -0.143214], [-8.750213, 0.941952, -2.404588], [-7.000348, -0.202459, -3.721342], [-4.714643, -0.423427, -2.806579], [0.436689, 1.560220, 1.460464], [2.924578, 0.879983, 2.032849], [6.666956, 4.354338, -2.072577], [6.476635, 2.822127, -1.226909], [5.194817, 2.535398, -1.213237], [4.616064, 1.388330, -0.576541], [5.386039, 0.440738, 0.227950], [4.852368, -0.669868, 0.749679], [3.443999, -1.057084, 0.406445], [2.689682, 0.164637, 0.024080], [3.256191, 1.252350, -0.617657], [2.355712, 2.191863, -1.244497], [1.008688, 1.976029, -1.251809], [0.231828, 2.850470, -1.893160], [0.698594, 3.983045, -2.539807], [2.055296, 4.225605, -2.528231], [2.903182, 3.326048, -1.888330], [4.335817, 3.503371, -1.857486], [4.945164, 4.542853, -2.376434], [6.424308, 0.693962, 0.399100], [5.437870, -1.312689, 1.395623], [3.408617, -1.851155, -0.345869], [-0.839431, 2.635192, -1.884536], [0.015507, 4.659389, -3.032259], [2.481666, 5.094331, -3.012104]], "atomic_forces_ev_per_a": [[-0.81, -1.36, 1.27], [0.00, 0.02, 0.01], [0.00, 0.02, 0.10], [-0.12, -0.05, -0.10], [0.02, 0.10, 0.06], [0.00, -0.05, 0.16], [-0.04, 0.01, -0.05], [0.67, -0.61, 0.63], [-0.43, 0.72, -1.65], [1.03, -0.97, 0.86], [-0.91, 0.86, 0.92], [1.34, -1.36, -1.23], [-1.37, 1.09, 0.51], [0.44, -0.67, 0.30], [-0.12, 0.11, -0.26], [0.03, -0.02, 0.07], [-0.05, 0.07, -0.06], [0.11, -0.11, 0.09], [-0.23, 0.25, 0.01], [-0.03, 0.35, -0.19], [0.42, -0.40, -0.71], [-0.36, -0.06, 0.80], [0.00, 0.76, 0.43], [0.00, 0.34, 0.15], [0.14, 0.04, 0.07], [-0.07, 0.11, -0.04], [0.02, -0.07, 0.06], [0.07, -0.05, 0.13], [0.05, 0.09, -0.06], [-0.21, -0.30, -0.42], [0.43, -0.14, 0.00], [-0.03, 0.55, -0.18], [-0.45, -0.61, -0.38], [0.13, -0.07, 0.20], [0.57, 0.64, 0.78], [-1.01, -0.05, -0.89], [0.19, -0.10, -0.14], [0.15, 0.00, 0.06], [-0.25, 0.00, -0.66], [1.16, -0.31, -0.14], [-0.31, 0.10, -0.21], [0.14, -0.13, 0.03], [-0.04, 0.01, -0.02], [0.00, 0.02, 0.03], [-0.08, 0.02, -0.03], [0.12, 0.10, 0.07], [0.26, -0.20, -0.32], [-0.15, -0.05, -0.18], [-0.54, 0.44, -0.01], [0.01, -0.01, 0.01], [0.00, 0.00, 0.00], [-0.01, -0.01, -0.01], [0.00, 0.00, -0.01], [-0.01, 0.01, 0.02], [0.04, 0.05, -0.03], [-0.08, -0.06, -0.04], [0.03, -0.06, 0.06], [0.01, 0.00, -0.02], [-0.02, -0.02, -0.02], [-0.03, -0.01, -0.02], [0.01, -0.02, 0.04], [-0.01, 0.02, 0.01], [0.02, -0.03, 0.02], [-0.01, -0.01, -0.03], [-0.02, -0.02, 0.00], [0.05, 0.03, 0.00], [0.00, 0.02, 0.07], [0.01, 0.00, 0.02], [-0.05, 0.00, 0.07], [-0.07, -0.01, -0.02], [-0.01, 0.03, 0.01], [0.00, -0.01, 0.00], [0.00, -0.03, 0.00], [0.03, -0.01, 0.00], [-0.01, -0.01, 0.00], [-0.05, 0.01, 0.08], [-0.02, -0.06, 0.06], [0.28, 0.17, -0.08], [0.00, -0.40, 0.21], [0.14, 0.36, -0.24], [-0.72, -0.13, 0.05], [0.10, -0.09, 0.04], [0.06, 0.05, 0.13], [0.06, -0.04, -0.09], [-0.05, 0.08, 0.01], [0.65, -0.23, 0.26], [-0.12, 0.42, -0.40], [0.15, 0.69, 0.06], [0.14, 0.26, -0.13], [0.06, 0.11, -0.07], [0.01, -0.02, 0.01], [-0.45, -0.31, 0.16], [0.48, 0.04, 0.06], [-0.44, 0.09, -0.13], [-0.01, -0.03, 0.06], [0.07, 0.00, -0.09], [-0.05, -0.03, 0.07], [0.00, 0.17, -0.03], [-0.06, -0.06, 0.01], [0.00, 0.00, 0.00]], "e_tot_ev": -138887.027, "total_charge": 1, "homo_energy_ev": [-8.7, -8.7], "multiplicity": 1}